172
Properties=species:S:1:pos:R:3:forces:R:3:lowdin_charge:R:1 method="wB97M-V/def2-TZVPD" homo_ev=-7.9
N -4.455982 -0.537158 1.332911 0.692 0.152 0.479 0.242
H -4.451937 0.178757 0.568349 -0.406 -0.586 0.563 0.063
H -5.151971 -1.271248 1.258117 -0.167 0.283 -0.271 0.132
H -4.530156 -0.044821 2.256066 -0.097 -0.112 -0.528 0.058
H -3.497380 -0.977606 1.343770 0.112 0.021 -0.191 0.063
N 3.781371 0.447310 -2.790492 -0.176 0.279 0.158 0.259
H 3.782410 0.472366 -3.811944 0.289 -0.694 0.085 0.093
H 4.394647 -0.260671 -2.389372 0.382 0.072 -0.480 0.113
H 2.832356 0.143746 -2.501956 0.139 -0.253 0.294 0.068
H 3.941313 1.401268 -2.427103 0.224 -0.569 0.353 0.067
C -0.108760 -1.536571 -0.351575 -0.686 -0.165 0.959 0.007
C 0.841457 -0.727886 -0.961434 0.551 -1.435 -0.398 -0.332
C 0.784294 0.755118 -0.789515 0.398 2.526 0.087 -0.347
O 1.659104 1.513518 -1.307424 -0.068 -1.482 2.003 -0.095
C -0.266958 1.340508 -0.084274 -0.981 -1.505 0.859 -0.018
C -1.216032 0.542167 0.650203 1.056 0.146 -1.030 -0.318
C -1.144505 -1.039938 0.450433 -0.160 1.014 0.192 -0.298
O -2.033035 -1.711123 1.025757 0.266 -0.109 -0.059 -0.045
O -2.071116 1.018062 1.399388 -0.459 -0.123 0.265 -0.004
O 1.741477 -1.263996 -1.658803 0.299 1.057 -0.196 -0.032
H 0.029378 -2.607151 -0.429207 0.128 0.328 0.010 0.078
H -0.298312 2.416096 0.011093 0.103 0.082 0.091 0.096
C 0.006304 2.419669 -3.293440 1.160 -0.213 0.729 -0.188
C 1.331145 1.708789 -3.685511 -1.124 -0.287 -2.172 -0.225
C 1.756143 2.377217 -4.979181 1.243 0.840 0.024 -0.227
S 0.300764 2.618193 -5.965949 0.700 0.546 1.201 0.706
O 0.131968 1.452209 -6.792946 -0.758 0.740 -0.362 -0.332
O 0.325549 3.955745 -6.499958 -0.297 -0.125 -0.428 -0.313
C -0.839640 2.540464 -4.568830 0.316 -0.430 0.536 -0.189
H 0.318074 3.313298 -2.743934 -0.385 0.572 -0.593 0.112
H -0.514634 1.863813 -2.510527 -0.147 -0.150 -0.368 0.088
H 1.092185 0.682603 -3.990047 -0.024 -0.066 0.345 0.100
H 2.088202 1.624859 -2.914583 -0.821 0.964 -0.820 0.046
H 2.550233 1.881133 -5.538700 -0.419 -0.393 -0.152 0.101
H 2.164569 3.381604 -4.818846 -0.341 0.100 0.186 0.086
H -1.322273 1.567065 -4.657546 -0.429 0.213 -0.285 0.096
H -1.532175 3.375012 -4.592716 -0.083 -0.027 -0.167 0.090
C 4.078481 5.556271 -3.281626 0.514 -0.423 0.468 -0.209
C 3.222658 6.038929 -2.115263 -1.376 -0.222 -0.594 -0.217
C 3.084100 4.873477 -1.113582 0.247 1.049 -1.333 -0.203
S 4.726584 4.144458 -1.121557 -0.374 -0.354 -0.377 0.714
O 4.512176 2.741481 -1.429893 0.566 0.159 0.238 -0.346
O 5.497427 4.543029 0.025650 -0.078 -0.184 -0.222 -0.300
C 5.336575 4.981916 -2.621246 -0.294 1.094 0.372 -0.199
H 4.271173 6.315231 -4.037285 0.255 0.127 0.186 0.123
H 3.563384 4.746607 -3.808429 -0.163 0.069 0.130 0.097
H 2.251599 6.256258 -2.572519 -0.154 0.146 0.499 0.118
H 3.517981 6.924463 -1.553225 0.566 0.120 -0.495 0.121
H 2.437866 4.120649 -1.561581 -0.166 -0.216 0.549 0.089
H 2.745977 5.322287 -0.187828 0.228 -0.705 0.400 0.087
H 5.969912 4.402352 -3.283967 0.047 -0.389 0.372 0.110
H 5.873954 5.823936 -2.177472 0.362 -0.121 -0.235 0.104
C -4.109844 -3.425808 5.650068 -0.998 -1.380 0.264 -0.220
C -3.370369 -2.714291 4.513493 -0.649 0.173 1.053 -0.201
C -2.877002 -3.783059 3.552279 0.068 -0.107 -0.097 -0.205
S -2.551375 -5.323950 4.517848 -0.968 0.887 -0.501 0.695
O -1.116366 -5.527271 4.557784 -0.441 0.019 0.440 -0.331
O -3.391413 -6.399474 4.035550 0.189 0.220 0.177 -0.332
C -3.272502 -4.628532 6.062307 1.921 0.501 -0.246 -0.208
H -5.096561 -3.796676 5.347889 0.071 0.155 -0.322 0.120
H -4.316941 -2.834395 6.541857 0.276 0.346 -0.173 0.122
H -2.599910 -2.106362 4.993606 0.349 -0.081 -0.436 0.113
H -4.101671 -2.029314 4.084569 0.349 0.096 -0.391 0.100
H -1.974383 -3.514858 3.008974 0.054 -0.028 0.043 0.065
H -3.655338 -3.998500 2.820364 0.010 -0.288 0.062 0.105
H -2.375885 -4.184827 6.515438 0.004 -0.352 0.308 0.095
H -3.664984 -5.392578 6.723020 -0.271 -0.083 -0.219 0.108
C 2.429119 -4.487222 -2.216370 -1.254 -0.389 0.070 -0.232
C 3.165254 -4.561668 -0.880031 0.811 -0.738 -0.167 -0.210
C 4.343171 -3.604658 -1.019735 -0.441 1.465 -0.109 -0.211
S 4.848262 -3.610949 -2.767758 0.594 -1.261 0.192 0.705
O 6.082447 -4.348882 -2.956231 -0.406 0.456 0.122 -0.329
O 4.777878 -2.247379 -3.246162 -0.237 0.006 -0.072 -0.337
C 3.476562 -4.672300 -3.324485 -0.041 0.257 1.252 -0.181
H 1.797569 -3.595551 -2.225122 0.399 0.117 -0.412 0.078
H 1.756020 -5.349332 -2.259187 -0.159 0.163 -0.133 0.110
H 3.469726 -5.609028 -0.769874 0.363 0.147 0.160 0.119
H 2.552573 -4.350499 -0.005071 -0.133 0.308 -0.143 0.104
H 5.192970 -3.565318 -0.341307 0.159 -0.897 -0.147 0.107
H 3.941447 -2.587606 -0.919980 -0.233 -0.102 -0.126 0.081
H 3.807024 -5.695751 -3.139826 0.541 0.088 -0.367 0.108
H 3.211627 -4.565374 -4.370476 -0.064 0.465 0.018 0.091
C -3.999010 3.896379 -2.864952 -0.567 0.234 0.651 -0.209
C -2.908009 4.319846 -1.869290 -0.740 1.154 -0.277 -0.213
C -2.915181 3.259112 -0.784740 0.849 0.227 0.067 -0.234
S -4.635487 2.944731 -0.449929 -0.198 0.277 -1.108 0.722
O -5.124632 3.789058 0.610493 0.192 -0.390 0.111 -0.301
O -4.806451 1.502542 -0.412719 -0.420 0.353 -0.061 -0.341
C -5.278856 3.617324 -2.032186 0.802 -0.609 -0.052 -0.185
H -3.705912 2.983085 -3.381803 -0.011 0.065 -0.194 0.108
H -4.224306 4.702419 -3.560293 0.174 -0.171 -0.281 0.119
H -3.209783 5.301135 -1.482566 -0.142 -0.162 0.342 0.122
H -1.985876 4.585572 -2.387110 0.357 -0.795 0.234 0.105
H -2.461307 3.499533 0.175260 0.024 0.231 -0.032 0.095
H -2.414473 2.356939 -1.134443 -0.324 -0.228 0.040 0.087
H -5.856013 4.505168 -1.793129 0.083 0.082 0.061 0.102
H -5.901185 2.876157 -2.526620 -0.145 -0.070 0.248 0.101
C 0.806328 4.516670 1.909506 -0.300 0.626 -0.437 -0.210
C 1.488819 3.286533 2.554510 -0.542 -0.041 0.151 -0.194
C 2.481839 3.733980 3.617426 0.479 0.689 0.485 -0.200
S 1.740779 5.238913 4.343397 -0.055 0.487 -0.746 0.686
O 2.716171 6.228505 4.751924 -0.252 -0.728 -0.017 -0.326
O 0.677605 4.867716 5.250835 0.258 -0.121 -0.219 -0.313
C 1.020176 5.778039 2.760610 0.877 -0.254 0.287 -0.203
H -0.239486 4.353658 1.646338 -0.065 -0.240 0.465 0.087
H 1.245289 4.712079 0.929619 0.144 -0.106 0.152 0.071
H 1.916783 2.699491 1.743769 0.233 -0.202 0.256 0.111
H 0.727976 2.680695 3.049579 -0.021 -0.103 -0.137 0.097
H 3.470445 4.031009 3.261889 -0.143 0.152 -0.326 0.106
H 2.682379 3.053938 4.444515 -0.375 -0.202 -0.059 0.106
H 1.829414 6.345080 2.300789 -0.013 0.240 0.187 0.093
H 0.214115 6.468868 2.991729 -0.316 -0.296 -0.127 0.106
C -1.517119 2.583101 5.137010 0.235 -1.210 -0.238 -0.218
C -2.111339 3.585258 4.152690 -0.451 1.235 0.675 -0.201
C -3.517015 3.170825 3.702289 -0.035 -1.293 0.021 -0.182
S -3.889527 1.633987 4.635275 1.419 -0.163 0.926 0.742
O -4.514567 0.635453 3.770361 -0.319 0.353 0.364 -0.373
O -4.476435 1.880154 5.941431 -0.074 0.142 -0.898 -0.317
C -2.116063 1.210762 4.879312 -1.177 0.316 -1.130 -0.214
H -1.786291 2.805974 6.168308 0.266 0.489 -0.020 0.125
H -0.437555 2.560050 5.013410 0.021 0.001 0.366 0.093
H -1.542474 3.757820 3.240362 0.338 -0.361 0.203 0.086
H -2.068506 4.519904 4.717074 -0.397 0.214 -0.406 0.115
H -3.418126 2.789057 2.687481 -0.293 -0.016 -0.109 0.063
H -4.367433 3.842965 3.746011 0.133 0.208 0.275 0.109
H -1.879252 0.801019 3.893531 0.373 -0.062 0.065 0.088
H -1.976826 0.468940 5.656240 -0.164 0.035 0.107 0.084
C -1.742008 -6.358542 1.137335 -0.355 -0.353 -0.458 -0.213
C -0.776725 -5.306639 0.630146 1.442 -0.054 -0.217 -0.231
C -1.465445 -4.570073 -0.498836 -1.215 0.176 0.560 -0.230
S -2.042991 -5.951806 -1.505039 -0.360 -0.556 0.288 0.691
O -0.935740 -6.399426 -2.322652 -0.075 0.178 0.054 -0.336
O -3.333359 -5.723483 -2.118028 0.451 0.223 0.160 -0.333
C -2.228997 -7.126458 -0.101864 -0.158 -0.110 -0.147 -0.191
H -2.652420 -5.921564 1.550681 0.268 0.300 0.267 0.092
H -1.307257 -6.995514 1.903503 0.004 -0.085 -0.059 0.120
H 0.106800 -5.780278 0.176505 -0.088 -0.295 0.190 0.117
H -0.340579 -4.702724 1.424324 -0.465 0.440 -0.023 0.092
H -0.935054 -3.802322 -1.054637 0.134 -0.713 -0.321 0.073
H -2.330023 -4.051054 -0.068861 -0.147 -0.120 -0.277 0.102
H -1.696718 -8.044123 -0.349716 0.439 0.268 -0.049 0.103
H -3.268880 -7.431224 -0.000329 -0.116 0.312 -0.222 0.100
C -0.479235 -1.585103 -5.162948 -1.153 0.945 -0.070 -0.209
C -0.415842 -1.343288 -6.682131 1.590 -1.321 -0.428 -0.189
C 1.057659 -1.086144 -7.057910 0.499 1.141 0.143 -0.211
S 2.147631 -1.622474 -5.695329 -0.924 0.189 -1.313 0.727
O 2.800540 -0.442178 -5.161053 -0.143 -0.122 0.113 -0.353
O 2.997005 -2.696522 -6.143784 -0.046 -0.250 0.375 -0.319
C 0.773524 -2.248455 -4.662421 0.977 -0.558 -0.574 -0.194
H -1.388797 -2.162674 -4.988622 0.253 -0.292 0.337 0.121
H -0.660625 -0.650019 -4.627251 0.236 0.117 -0.003 0.093
H -1.044800 -0.557507 -7.086959 -0.099 -0.025 0.303 0.103
H -0.656440 -2.298260 -7.155664 -0.406 0.091 -0.070 0.114
H 1.224971 -0.006955 -7.128639 0.105 -0.492 0.249 0.057
H 1.426401 -1.448001 -8.015059 -0.146 -0.712 0.182 0.107
H 0.998643 -2.162976 -3.600507 -0.001 0.181 -0.036 0.073
H 0.839704 -3.291741 -4.986149 -0.329 -0.108 0.305 0.111
C 0.785349 -3.113914 3.671883 -0.332 1.214 -1.777 -0.241
C 2.116769 -2.444007 3.229865 -0.215 -0.738 1.090 -0.194
C 2.220210 -1.176251 4.070256 0.391 0.221 0.900 -0.193
S 1.321019 -1.495026 5.660899 0.695 -0.015 -0.722 0.696
O 0.168333 -0.623524 5.736019 0.087 -0.076 0.094 -0.329
O 2.258470 -1.558162 6.762774 -0.474 0.083 -0.494 -0.319
C 0.755825 -3.109808 5.179827 0.192 -0.781 -0.401 -0.233
H 0.631334 -4.080292 3.198587 0.210 -0.268 0.482 0.091
H 0.047155 -2.469739 3.174957 -0.445 -0.020 0.529 0.108
H 2.121842 -2.288879 2.158882 0.033 0.279 -0.171 0.103
H 2.950029 -3.102445 3.492981 0.038 0.023 -0.133 0.117
H 1.823016 -0.273013 3.611995 -0.216 -0.070 0.012 0.095
H 3.223986 -0.983432 4.448043 0.106 0.115 -0.335 0.094
H -0.192328 -3.286824 5.676167 -0.048 -0.124 -0.120 0.083
H 1.479391 -3.898954 5.391681 0.009 0.249 0.950 0.123